(1)
{
  "formula": "C5H7GdO5",
  "method": "the ωB97M-V functional and the def2-TZVPD basis",
  "orbital_gap_ev": [7.45, 6.69],
  "e_lumo_ev": [-4.6748, -5.6097],
  "homo_ev": [-12.13, -12.30],
  "total_charge": 1,
  "spin_multiplicity": 9,
  "elements": ["O", "C", "O", "O", "C", "O", "C", "C", "O", "C", "Gd", "H", "H", "H", "H", "H", "H", "H"],
  "coordinates": [[-1.782, 0.008, 4.104], [-0.630, 0.298, 4.074], [0.218, 0.971, 4.562], [0.345, -2.206, 2.179], [0.327, -0.974, 2.136], [0.113, -0.583, 0.806], [0.219, 0.759, 0.336], [0.531, 0.750, -1.140], [-0.245, -0.243, -1.773], [-0.175, -0.198, -3.183], [-0.595, -2.757, -0.012], [1.029, 1.248, 0.891], [-0.755, 1.231, 0.521], [1.605, 0.544, -1.299], [0.295, 1.746, -1.553], [-0.765, -1.037, -3.568], [-0.601, 0.749, -3.554], [0.867, -0.307, -3.526]]
}

=====

(2)
{
  "formula": "C3H9N2",
  "method": "the ωB97M-V functional and the def2-TZVPD basis",
  "orbital_gap_ev": 6.22,
  "e_lumo_ev": -6.7218,
  "homo_ev": -12.95,
  "total_charge": 1,
  "elements": ["C", "N", "H", "H", "H", "H", "C", "C", "N", "H", "H", "H", "H", "H"],
  "coordinates": [[-0.637, 1.001, -0.199], [-1.783, 1.097, 0.531], [0.248, 1.560, 0.069], [-0.835, 0.611, -1.190], [-2.355, 1.914, 0.348], [-1.497, 1.348, 1.483], [1.211, -0.867, -1.273], [1.179, -1.100, 0.053], [0.264, -0.616, 1.043], [0.414, -1.091, -1.972], [2.135, -0.457, -1.652], [2.173, -1.396, 0.361], [-0.662, -0.700, 0.604], [0.144, -1.303, 1.796]]
}

=====

Energy above the lowest of the compared OMol25 structures with the same formula, charge and spin in kJ/mol, matching the order above: 95.1, 552.4